(a)
Density functional theory data (ωB97M-V/def2-TZVPD) for a cluster of 8 separate species, C32H40F24O16 in total.

Its orbital gap is 10.70 eV. The structure (SMILES) is CCOC(=O)C(F)(F)F.CCOC(=O)C(F)(F)F.CCOC(=O)C(F)(F)F.CCOC(=O)C(F)(F)F.CCOC(=O)C(F)(F)F.CCOC(=O)C(F)(F)F.CCOC(=O)C(F)(F)F.CCOC(=O)C(F)(F)F.

Element x y z (Å)
C  3.805  1.424  -0.249
C  4.570  0.515  0.754
O  3.759  -0.498  1.288
C  4.260  -1.454  2.154
O  5.432  -1.554  2.390
C  3.220  -2.394  2.615
F  2.022  -1.781  2.806
F  3.088  -3.439  1.885
F  3.628  -2.882  3.870
H  3.584  0.770  -1.045
H  4.287  2.379  -0.701
H  2.864  1.466  0.354
H  4.956  1.025  1.746
H  5.358  0.003  0.241
C  3.512  2.370  -5.582
C  4.086  3.457  -4.752
O  3.401  3.560  -3.490
C  2.114  3.900  -3.531
O  1.509  4.401  -4.452
C  1.319  3.681  -2.118
F  1.179  2.258  -2.036
F  2.040  3.919  -1.000
F  0.115  4.246  -2.064
H  3.375  1.305  -5.350
H  4.194  2.224  -6.344
H  2.629  2.675  -5.833
H  4.225  4.406  -5.386
H  5.227  3.330  -4.478
C  -5.695  2.191  2.498
C  -6.724  1.021  2.669
O  -7.778  1.365  1.733
C  -8.909  0.536  1.708
O  -9.101  -0.421  2.398
C  -9.919  1.145  0.657
F  -11.200  0.977  1.179
F  -9.699  2.504  0.411
F  -9.855  0.532  -0.541
H  -4.614  1.864  2.787
H  -6.229  2.970  3.092
H  -5.501  2.545  1.463
H  -7.146  0.913  3.704
H  -6.003  0.365  2.283
C  -1.386  -4.652  -2.894
C  -1.340  -3.472  -3.842
O  0.121  -3.323  -4.105
C  0.424  -2.589  -5.188
O  -0.349  -2.074  -6.002
C  1.875  -2.546  -5.398
F  2.270  -1.955  -6.557
F  2.519  -1.823  -4.488
F  2.511  -3.763  -5.397
H  -0.747  -4.444  -2.000
H  -0.896  -5.462  -3.373
H  -2.382  -4.839  -2.765
H  -1.867  -2.588  -3.354
H  -1.688  -3.768  -4.752
C  5.833  -5.805  -5.611
C  5.805  -4.328  -5.520
O  5.406  -4.094  -4.181
C  5.286  -2.924  -3.632
O  5.554  -1.802  -4.208
C  4.803  -2.851  -2.239
F  4.905  -1.703  -1.668
F  3.494  -3.162  -2.245
F  5.385  -3.685  -1.440
H  6.036  -6.275  -4.696
H  6.812  -6.126  -6.282
H  4.918  -6.383  -6.015
H  5.243  -3.628  -6.233
H  6.796  -4.033  -5.528
C  -4.825  5.839  2.278
C  -3.431  5.917  1.704
O  -3.078  4.592  1.420
C  -1.756  4.406  0.996
O  -0.991  5.285  0.555
C  -1.393  2.985  0.913
F  -1.814  2.383  -0.324
F  -0.027  2.829  0.976
F  -1.861  2.080  1.826
H  -5.255  6.818  2.378
H  -5.026  5.420  3.174
H  -5.409  5.509  1.443
H  -2.805  6.258  2.556
H  -3.431  6.699  0.889
C  0.777  -1.221  -1.206
C  0.382  -0.462  0.097
O  -0.669  -1.093  0.697
C  -1.090  -0.713  1.900
O  -0.319  -0.024  2.654
C  -2.382  -1.307  2.450
F  -2.360  -1.467  3.825
F  -3.274  -0.283  2.307
F  -2.704  -2.357  1.793
H  -0.154  -1.549  -1.805
H  1.215  -2.028  -0.849
H  1.607  -0.660  -1.746
H  0.352  0.577  -0.364
H  1.309  -0.443  0.642
C  1.038  -0.051  5.959
C  0.427  -0.401  7.366
O  -0.926  -0.455  7.221
C  -1.758  -1.155  7.957
O  -1.416  -2.038  8.656
C  -3.359  -0.775  7.788
F  -3.708  0.336  8.244
F  -3.704  -0.704  6.470
F  -4.069  -1.747  8.273
H  0.863  -0.745  5.200
H  1.952  0.107  6.079
H  0.793  0.798  5.480
H  0.679  0.362  8.187
H  0.843  -1.255  7.789

These are the Mulliken partial charges, in e, on atoms 1 to 8:
1. C -0.30
2. C -0.61
3. O 0.00
4. C 0.08
5. O -0.51
6. C 1.03
7. F -0.20
8. F -0.23

=====

(b)
Density functional theory data (ωB97M-V/def2-TZVPD) for a cluster of 8 separate species, C32H40F24O16 in total.

Its orbital gap is 10.71 eV. The structure (SMILES) is CCOC(=O)C(F)(F)F.CCOC(=O)C(F)(F)F.CCOC(=O)C(F)(F)F.CCOC(=O)C(F)(F)F.CCOC(=O)C(F)(F)F.CCOC(=O)C(F)(F)F.CCOC(=O)C(F)(F)F.CCOC(=O)C(F)(F)F.

Element x y z (Å)
C  2.517  -7.669  0.408
C  3.087  -6.303  -0.066
O  2.005  -5.464  -0.450
C  2.234  -4.266  -1.066
O  3.378  -3.936  -1.572
C  0.999  -3.391  -1.262
F  0.830  -2.926  -2.546
F  -0.107  -4.028  -0.823
F  1.224  -2.349  -0.496
H  3.312  -8.177  0.953
H  2.308  -8.323  -0.439
H  1.598  -7.605  0.991
H  3.796  -6.426  -0.884
H  3.654  -5.822  0.731
C  7.864  5.696  -1.007
C  6.503  6.240  -0.620
O  5.532  5.537  -1.391
C  4.267  5.978  -1.536
O  3.902  7.091  -1.292
C  3.229  4.954  -2.047
F  2.236  4.700  -1.157
F  2.707  5.406  -3.187
F  3.878  3.862  -2.319
H  8.746  6.162  -0.567
H  8.107  5.726  -2.069
H  7.923  4.677  -0.623
H  6.420  7.320  -0.741
H  6.319  6.081  0.442
C  -4.987  4.414  2.303
C  -5.806  4.738  1.122
O  -7.207  4.919  1.430
C  -7.619  6.069  2.018
O  -6.800  6.874  2.492
C  -9.147  6.242  1.986
F  -9.676  5.018  2.019
F  -9.539  6.965  3.079
F  -9.503  6.875  0.867
H  -3.962  4.273  1.959
H  -5.223  3.412  2.660
H  -4.923  5.131  3.121
H  -5.687  3.904  0.430
H  -5.364  5.604  0.628
C  1.497  -1.044  -6.145
C  0.594  0.137  -5.753
O  -0.308  -0.390  -4.791
C  -0.765  0.354  -3.745
O  -0.574  1.606  -3.612
C  -1.619  -0.414  -2.737
F  -0.940  -0.401  -1.529
F  -2.841  0.202  -2.588
F  -1.810  -1.665  -3.110
H  2.398  -1.122  -5.537
H  1.808  -0.896  -7.180
H  0.993  -2.010  -6.171
H  -0.044  0.400  -6.597
H  1.104  1.037  -5.408
C  4.005  -0.595  -2.950
C  5.016  -1.375  -3.798
O  4.538  -2.634  -4.246
C  5.299  -3.448  -5.047
O  6.369  -3.063  -5.483
C  4.619  -4.833  -5.264
F  3.622  -4.610  -6.124
F  5.466  -5.710  -5.816
F  4.187  -5.316  -4.077
H  4.492  0.270  -2.498
H  3.562  -1.155  -2.126
H  3.133  -0.228  -3.492
H  5.913  -1.525  -3.197
H  5.332  -0.754  -4.635
C  2.394  -2.268  4.960
C  1.202  -2.277  3.942
O  0.431  -1.077  4.251
C  -0.586  -1.107  5.150
O  -1.127  -2.165  5.574
C  -1.230  0.326  5.343
F  -0.437  1.187  4.722
F  -2.474  0.360  4.878
F  -1.280  0.639  6.594
H  2.886  -1.307  4.808
H  3.188  -2.978  4.731
H  2.149  -2.401  6.014
H  0.642  -3.209  4.009
H  1.575  -2.242  2.919
C  1.719  1.438  0.076
C  0.828  0.747  1.191
O  -0.466  1.308  1.090
C  -1.561  0.646  1.548
O  -1.556  -0.533  1.823
C  -2.853  1.478  1.582
F  -2.487  2.756  1.280
F  -3.827  1.004  0.710
F  -3.333  1.555  2.830
H  2.500  0.747  -0.239
H  2.170  2.373  0.410
H  1.236  1.557  -0.894
H  1.255  0.938  2.175
H  0.759  -0.322  0.987
C  -4.149  -2.584  1.355
C  -4.299  -2.139  2.817
O  -5.632  -1.912  3.201
C  -6.613  -2.909  3.297
O  -6.364  -4.064  2.921
C  -7.925  -2.459  4.013
F  -8.219  -3.354  5.007
F  -7.832  -1.285  4.624
F  -9.006  -2.467  3.108
H  -3.103  -2.642  1.054
H  -4.678  -1.945  0.648
H  -4.422  -3.636  1.276
H  -3.840  -1.151  2.805
H  -3.708  -2.631  3.591

These are the Mulliken partial charges, in e, on atoms 1 to 8:
1. C -1.19
2. C -0.18
3. O -0.21
4. C 0.25
5. O -0.58
6. C 1.01
7. F -0.17
8. F -0.27

=====

Most stable: (b)